Entry 1:
Formula: C28H60NO14
Source: OMol25
Level of theory: ωB97M-V with the def2-TZVPD basis set

The orbital gap comes out at 0.395 Ha. The calculation puts the LUMO energy at -1.5 eV. Its energy above the lowest of the compared OMol25 structures with the same formula, charge and spin is 0.0 kJ/mol.

Structure (ORCA input):
```
! RIJCOSX wB97M-V def2-TZVPD def2/J DEFGRID3
* xyz 1 1
N 0.2128 -0.6116 0.1640
H -0.3002 0.2744 -0.1690
H 0.2398 -1.1226 -0.4890
H -0.3272 -0.8436 0.9340
H 1.1548 -0.3856 0.5090
O 1.3648 1.0524 -1.8740
C 1.6908 2.0024 -2.5810
O 2.9098 2.5444 -2.7840
C 4.0268 1.8784 -2.2100
C 5.2828 2.7834 -2.3160
C 0.7288 2.7134 -3.5180
H 4.4478 0.9414 -2.9320
H 4.1288 1.5584 -1.0930
H 5.2088 3.7344 -1.5490
H 5.1768 3.0254 -3.4520
H 6.2468 2.2984 -2.0230
H 1.0438 2.6994 -4.4230
H 0.4508 3.6764 -3.1440
H -0.1372 2.1284 -3.4340
O 1.7568 -2.5076 -2.0770
C 2.6688 -2.3996 -2.8840
O 3.8228 -1.9356 -2.5640
C 4.1978 -1.8936 -1.2190
C 5.6908 -1.7846 -1.0800
C 2.4508 -2.5716 -4.3780
H 3.7158 -2.6856 -0.5630
H 3.9158 -0.9756 -0.8760
H 6.2018 -2.4876 -1.7690
H 5.9618 -1.9396 -0.1520
H 5.9988 -0.9316 -1.6690
H 2.8158 -1.7256 -4.9480
H 1.4358 -2.7826 -4.7190
H 3.2008 -3.3736 -4.7060
O -2.0022 -1.3806 2.6560
C -2.4512 -1.9626 3.6700
O -3.4742 -1.4746 4.4900
C -3.7592 -0.1016 4.2810
C -5.0992 0.0694 4.9590
C -2.0882 -3.4106 4.0980
H -3.5672 0.5854 3.3410
H -2.9682 0.4434 4.9180
H -4.9642 0.1414 5.9910
H -5.8542 -0.6536 4.6260
H -5.4732 0.9804 4.9000
H -1.4542 -3.2516 4.9750
H -1.3322 -3.7696 3.3210
H -2.9912 -3.9546 4.1140
O -1.8182 -2.2486 -0.7270
C -2.4632 -2.4606 -1.7630
O -3.4142 -1.6996 -2.2680
C -3.8912 -0.5796 -1.6690
C -4.6922 0.3424 -2.6530
C -2.0332 -3.5266 -2.7690
H -3.1292 -0.0346 -1.0750
H -4.6842 -1.0106 -0.8110
H -5.2162 1.0394 -2.0570
H -5.4732 -0.1686 -3.0510
H -4.1852 0.6894 -3.3920
H -1.8602 -3.2086 -3.7340
H -2.6092 -4.2906 -2.9200
H -1.1202 -4.2136 -2.4130
O -1.5242 2.1274 -0.6080
C -2.4312 2.5894 0.1390
O -2.9512 3.7544 0.0160
C -2.4922 4.7114 -1.0680
C -3.5982 5.9004 -1.1910
C -2.9082 1.8694 1.3060
H -2.1382 4.1314 -1.8910
H -1.5892 5.1504 -0.6770
H -4.5672 5.8624 -1.7210
H -3.2342 6.7344 -1.6300
H -4.0942 6.1794 -0.3610
H -2.6752 0.7924 1.2120
H -4.0482 1.9754 1.4820
H -2.4752 2.2984 2.2790
O 0.6788 1.6534 2.1140
C 0.7538 2.7434 2.4840
O 1.1698 3.7954 1.8250
C 1.7028 3.6504 0.5330
C 2.5188 4.8344 0.0570
C 0.5098 3.2134 3.9230
H 0.9798 3.5064 -0.2430
H 2.4158 2.7464 0.5150
H 3.3818 4.7374 0.8630
H 1.8968 5.6274 0.3500
H 2.7128 4.9124 -0.9920
H -0.1632 2.4004 4.4440
H -0.1402 4.2404 4.0870
H 1.4078 3.4454 4.4410
O 2.0428 -2.7476 1.5940
C 2.2048 -3.9066 1.7930
O 1.3898 -4.8036 1.4100
C 0.1848 -4.6406 0.6470
C -0.5292 -5.9506 0.5490
C 3.3668 -4.3486 2.5600
H 0.4278 -4.3396 -0.4120
H -0.3232 -3.9036 1.1590
H 0.0838 -6.4626 -0.0730
H -1.5232 -5.8026 -0.0450
H -0.8312 -6.3516 1.6240
H 3.3878 -5.3106 2.6020
H 3.4048 -4.1836 3.7590
H 4.2988 -4.0766 2.0980
*
```

Atom charges from the Mulliken analysis, given in e for atoms 1 to 8: 0.84, -0.20, 0.33, 0.21, 0.23, -0.32, 0.68, -0.27



Entry 2:
Formula: C28H60NO14S7
Source: OMol25
Level of theory: ωB97M-V with the def2-TZVPD basis set

The orbital gap comes out at 0.380 Ha. The calculation puts the LUMO energy at -1.6 eV. Its energy above the lowest of the compared OMol25 structures with the same formula, charge and spin is 353.1 kJ/mol.

Structure (ORCA input):
```
! RIJCOSX wB97M-V def2-TZVPD def2/J DEFGRID3
* xyz 1 1
N -20.1405 6.7477 -4.7901
H -20.4910 7.1195 -5.6892
H -19.5258 7.2425 -4.4170
H -19.8312 5.8472 -4.8989
H -20.8844 6.8126 -4.2019
C -26.6425 7.0367 -2.0943
C -25.6598 6.0346 -1.3517
C -24.2676 6.3587 -1.6391
S -24.2262 7.2789 -3.1492
O -23.5409 6.4831 -4.1874
O -23.7376 8.6312 -2.8185
C -25.9617 7.2799 -3.4682
H -26.8555 8.0042 -1.5347
H -27.6664 6.8911 -2.3443
H -26.1042 4.9668 -1.7333
H -25.9692 5.7331 -0.4072
H -23.7516 5.3822 -1.8131
H -23.8419 6.7598 -0.7398
H -25.8605 6.4725 -4.2800
H -26.2447 8.0923 -4.1146
C -19.0473 1.7075 -2.7930
C -19.8121 1.3416 -1.5058
C -20.8893 2.4830 -1.5645
S -20.1562 4.0112 -2.1252
O -19.5381 4.7374 -1.0348
O -21.0229 4.5568 -3.0950
C -18.8149 3.2554 -2.9261
H -19.6372 1.3595 -3.4678
H -18.3476 1.0329 -2.9875
H -19.0654 1.5924 -0.9120
H -20.0444 0.4116 -1.5318
H -21.2854 2.8476 -0.7746
H -21.6942 1.9286 -2.1309
H -18.0333 3.5124 -2.3695
H -18.7704 3.3734 -3.9789
C -18.4891 9.9091 -0.6575
C -19.2764 10.9823 -1.3109
C -20.5761 10.4674 -1.8565
S -20.6783 8.7812 -1.1668
O -20.3979 7.7664 -2.1779
O -21.8614 8.7263 -0.3793
C -19.3553 8.8409 -0.0198
H -17.5563 10.4880 -0.0972
H -17.7093 9.4711 -1.2202
H -18.5572 11.4209 -2.1140
H -19.6782 11.6827 -0.5878
H -20.4016 10.2863 -2.8405
H -21.4536 11.1047 -1.6993
H -18.9856 7.8419 0.0174
H -19.6065 9.2169 1.0637
C -18.9460 7.2063 -11.1024
C -19.3220 7.7232 -9.7145
C -20.6088 7.0849 -9.2762
S -20.6698 5.4919 -10.1210
O -22.0126 5.2769 -10.5525
O -19.9397 4.4221 -9.4960
C -19.7211 5.9274 -11.5308
H -17.9312 6.8819 -11.1035
H -18.7440 8.0791 -11.7779
H -19.4891 8.6623 -9.7898
H -18.5720 7.3219 -9.0520
H -21.5050 7.5898 -9.5465
H -20.6036 6.8654 -8.1178
H -20.3487 6.4575 -12.1879
H -19.2158 5.1779 -12.0142
C -15.1157 3.6501 -7.1868
C -15.4693 3.8488 -8.6054
C -16.2374 5.3373 -8.7519
S -16.6608 5.7110 -7.0553
O -18.0792 5.9882 -6.9151
O -15.6845 6.5865 -6.3821
C -16.3428 4.1642 -6.3973
H -14.2206 4.2146 -6.8945
H -15.0546 2.5989 -7.0244
H -16.2161 3.2615 -8.9103
H -14.5329 3.7884 -9.1215
H -17.1075 5.3982 -9.3834
H -15.5708 6.2102 -8.9754
H -17.2143 3.4348 -6.7912
H -16.1346 4.1934 -5.3243
C -23.6248 2.8430 -8.0608
C -24.7088 3.1247 -7.0413
C -23.9900 3.8133 -5.9126
S -22.2357 3.2840 -5.9295
O -22.0355 2.4266 -4.8202
O -21.3706 4.3312 -6.2591
C -22.4613 2.2253 -7.3874
H -23.1460 3.7414 -8.5138
H -24.0501 2.0141 -8.9452
H -24.9991 2.3430 -6.5980
H -25.7434 3.5174 -7.4375
H -24.1834 3.8198 -4.8034
H -23.7306 4.9515 -6.0074
H -22.4855 1.2439 -7.1444
H -21.6718 2.1972 -8.1916
C -15.0269 4.9724 -0.7384
C -13.8095 5.3803 -1.6691
C -14.3356 5.8777 -2.9366
S -15.9388 6.6643 -2.6477
O -16.9471 6.1396 -3.5385
O -15.6749 8.1143 -2.6525
C -16.2333 5.8681 -1.0382
H -14.7798 4.9508 0.2390
H -15.2587 4.1041 -0.9213
H -13.1004 4.6652 -1.8213
H -13.0816 6.0540 -1.0958
H -14.5597 5.0160 -3.5105
H -13.7271 6.6856 -3.3493
H -17.2268 5.1091 -0.8847
H -16.3729 6.6499 -0.5342
*
```

Atom charges from the Mulliken analysis, given in e for atoms 1 to 8: 0.55, 0.17, 0.43, -0.20, 0.06, -0.85, -1.04, 0.05



Entry 3:
Formula: C28H60O18S6
Source: OMol25
Level of theory: ωB97M-V with the def2-TZVPD basis set

The orbital gap comes out at 0.294 Ha. The calculation puts the LUMO energy at -0.3 eV. Its energy above the lowest of the compared OMol25 structures with the same formula, charge and spin is 313.5 kJ/mol.

Structure (ORCA input):
```
! RIJCOSX wB97M-V def2-TZVPD def2/J DEFGRID3
* xyz 0 1
C 4.3463 -3.8965 -0.7714
C 4.8827 -2.5286 -1.2851
C 4.7819 -1.3618 -0.2192
O 6.0363 -0.8353 -0.2715
C 6.9190 -1.5914 -0.7992
O 8.1305 -1.3526 -0.9384
O 6.2927 -2.6933 -1.3456
H 4.5075 -4.0088 0.3008
H 4.6957 -4.6761 -1.4484
H 3.2838 -4.0624 -0.9495
H 4.4823 -2.2985 -2.2724
H 4.4465 -1.7896 0.7256
H 4.1922 -0.5160 -0.5725
C 2.9355 2.3745 3.5928
C 1.5135 2.2596 2.9790
C 0.5998 3.3680 3.3732
O 0.1025 3.8148 2.0963
C 0.6400 3.1194 1.1221
O 0.4768 3.4770 -0.0457
O 1.5792 2.2455 1.6214
H 2.8495 2.4769 4.6746
H 3.5043 3.2504 3.2806
H 3.5540 1.4834 3.4855
H 1.0357 1.3612 3.3698
H 1.1693 4.2177 3.7496
H -0.1500 3.0670 4.1049
C -4.4930 5.7467 0.5430
C -3.3274 4.8658 0.7763
C -3.2251 4.2105 2.1900
O -2.8835 2.8912 1.8315
C -3.0418 2.6945 0.4896
O -2.9072 1.5794 0.0617
O -3.5684 3.8110 -0.0515
H -5.4368 5.2031 0.5848
H -4.3351 6.3720 -0.3357
H -4.6134 6.4082 1.4010
H -2.4677 5.4254 0.4076
H -4.0858 4.3242 2.8490
H -2.4151 4.7164 2.7154
C -5.7028 0.5582 -2.0691
C -5.1107 1.3300 -3.2337
C -5.0162 2.8651 -3.1071
O -3.7193 3.2275 -3.2547
C -3.0059 2.1493 -3.2988
O -1.7634 2.1295 -3.2679
O -3.7567 1.0489 -3.3659
H -6.7869 0.6179 -1.9729
H -5.2970 0.9653 -1.1430
H -5.4107 -0.4918 -2.0550
H -5.5722 0.9890 -4.1605
H -5.3788 3.1508 -2.1197
H -5.5012 3.3820 -3.9353
C 1.5165 3.1032 -3.5531
S 0.6278 3.1107 -5.1789
O 1.1032 4.3183 -5.9526
C 1.5391 1.6859 -5.9363
H 1.3340 2.1778 -3.0069
H 1.2245 3.9575 -2.9422
H 2.5898 3.1190 -3.7422
H 2.5495 1.7423 -5.5314
H 1.5919 1.8249 -7.0161
H 1.2279 0.6793 -5.6568
C -1.3028 -1.9683 -3.5127
S -2.2672 -3.3771 -4.1875
O -2.4950 -4.2978 -2.9873
C -3.9031 -2.5040 -4.1982
H -0.2377 -2.1970 -3.5490
H -1.4559 -1.8631 -2.4386
H -1.7169 -1.0370 -3.8992
H -4.2607 -2.3017 -3.1886
H -4.6330 -3.1531 -4.6819
H -3.8929 -1.5681 -4.7568
C 0.3620 -5.3663 -0.2714
S 1.2555 -6.4919 -1.4201
O 0.4795 -7.8018 -1.2419
C 0.5064 -5.9066 -3.0077
H -0.6806 -5.4504 -0.5779
H 0.7607 -4.3750 -0.4871
H 0.5581 -5.6459 0.7637
H 0.6786 -4.8408 -3.1575
H -0.5795 -5.8710 -2.9210
H 0.7456 -6.4690 -3.9102
C -0.7766 -0.9476 6.6663
S -0.8749 -1.0140 4.7938
O 0.4078 -0.3950 4.2366
C -2.1820 0.3133 4.6919
H 0.1699 -1.2920 7.0829
H -1.5180 -1.6328 7.0772
H -1.0234 0.0561 7.0123
H -1.8806 1.2401 5.1801
H -3.1640 -0.0379 5.0087
H -2.3521 0.6131 3.6579
C 0.2437 0.4671 -1.0489
S 0.2927 -1.2088 -0.3772
O 1.5917 -1.8908 -0.9044
C 0.6798 -0.8178 1.3909
H 1.0904 1.1138 -0.8189
H -0.6419 1.0290 -0.7519
H 0.2825 0.3659 -2.1335
H 0.8054 -1.7371 1.9629
H -0.2036 -0.3022 1.7677
H 1.5938 -0.2521 1.5716
C 3.8680 -1.1473 5.1475
S 3.9172 -1.6520 3.3772
O 5.3966 -1.8108 3.0511
C 3.0110 -3.2831 3.4606
H 2.8226 -1.1281 5.4556
H 4.3122 -0.1650 5.3083
H 4.4003 -1.8746 5.7605
H 3.0471 -3.8286 2.5177
H 1.9565 -3.2296 3.7312
H 3.5174 -3.8589 4.2352
*
```

Atom charges from the Mulliken analysis, given in e for atoms 1 to 8: -1.12, 0.64, 0.63, -0.39, 0.56, -0.62, -0.40, 0.29



Entry 4:
Formula: C28H61BrN2O7S
Source: OMol25
Level of theory: ωB97M-V with the def2-TZVPD basis set

The orbital gap comes out at 0.320 Ha. The calculation puts the LUMO energy at 0.5 eV.

Structure (ORCA input):
```
! RIJCOSX wB97M-V def2-TZVPD def2/J DEFGRID3
* xyz 0 1
C -0.1924 2.1837 -4.8374
C 0.9754 1.3250 -4.1978
C 0.8652 -0.2129 -4.4898
C -0.0692 -0.9973 -3.4501
C -1.5369 -0.9596 -4.0904
C -2.6913 -1.1131 -3.0356
C -4.0140 -0.3598 -3.5061
C -4.0212 1.1487 -3.0319
O -3.8699 1.2945 -1.6134
O -0.0079 -0.4021 -2.1586
C 0.6030 -1.2298 -1.1522
C -0.1554 -2.5741 -0.8818
N -1.4282 -2.3950 -0.0945
S -1.8103 -3.8574 0.8058
C 0.6509 -0.2972 0.1443
C 1.8398 -0.5714 1.1203
C 1.6785 0.4797 2.3119
Br 1.8479 -2.3455 1.9885
C 2.1098 -1.4458 -1.6252
C 2.6225 -2.7978 -1.7269
C 4.0323 -2.9584 -2.1352
C 4.7853 -1.7366 -2.3924
C 4.0716 -0.4776 -2.2631
N 2.7818 -0.2931 -1.8986
H 0.0223 3.2786 -4.8347
H -1.1610 2.0344 -4.2837
H -0.4107 1.8600 -5.8967
H 1.9069 1.6780 -4.7295
H 1.1298 1.5882 -3.1250
H 1.8872 -0.6804 -4.5623
H 0.4021 -0.3496 -5.5068
H 0.2532 -2.0643 -3.5186
H -1.6766 -0.0870 -4.7788
H -1.5951 -1.8701 -4.7563
H -2.4608 -0.7055 -2.0213
H -2.9123 -2.2098 -2.8962
H -4.1387 -0.4149 -4.6187
H -4.8597 -0.8544 -2.9510
H -5.0016 1.6191 -3.3119
H -3.2183 1.7459 -3.5392
H -2.9293 1.4108 -1.3929
H -0.4767 -3.1036 -1.8293
H 0.4378 -3.3311 -0.3154
H -2.2277 -2.2976 -0.7227
H -0.6444 -4.4501 1.2107
H 0.8236 0.7362 -0.2765
H -0.3256 -0.2525 0.6800
H 2.8537 -0.3668 0.7004
H 1.7828 1.5309 1.9508
H 0.6441 0.3043 2.7253
H 2.3731 0.2267 3.1576
H 2.0751 -3.7321 -1.5032
H 4.4756 -3.9734 -2.1973
H 5.8593 -1.7748 -2.6716
H 4.6591 0.4479 -2.4958
C -0.9961 -6.3618 4.2147
C -1.6901 -5.1262 4.7567
O -0.7317 -4.1679 5.1815
H -0.3552 -6.8065 4.9787
H -1.7237 -7.1076 3.8872
H -0.3527 -6.1038 3.3681
H -2.3134 -5.3843 5.6138
H -2.3265 -4.6675 3.9927
H -0.2000 -3.9446 4.4082
C 1.4514 5.1289 4.6573
C 1.8657 3.9394 3.8124
O 1.1846 3.9651 2.5607
H 0.3733 5.1189 4.8283
H 1.9616 5.1195 5.6228
H 1.6855 6.0667 4.1460
H 1.6113 3.0055 4.3149
H 2.9449 3.9483 3.6266
H 1.4219 4.7888 2.1188
C 2.6541 5.1468 -1.1971
C 3.0369 3.9909 -2.1017
O 2.3518 4.0835 -3.3467
H 1.5767 5.1517 -1.0188
H 3.1705 5.0790 -0.2368
H 2.9055 6.1033 -1.6638
H 2.7648 3.0394 -1.6417
H 4.1155 3.9870 -2.2922
H 2.6007 4.9202 -3.7567
C -7.7334 1.9540 -0.4775
C -6.8447 3.1827 -0.4263
O -5.6865 2.9262 0.3542
H -8.0332 1.6571 0.5295
H -8.6309 2.1442 -1.0709
H -7.1966 1.1075 -0.9144
H -7.3758 4.0197 0.0293
H -6.5324 3.4791 -1.4340
H -5.2161 2.1909 -0.0600
C 2.5892 -3.0248 6.4669
C 3.6133 -2.1875 5.7247
O 3.1619 -0.8403 5.6106
H 1.6294 -3.0058 5.9475
H 2.9213 -4.0615 6.5549
H 2.4170 -2.6253 7.4702
H 3.7665 -2.5759 4.7172
H 4.5758 -2.1938 6.2473
H 3.0366 -0.4985 6.5033
*
```

Atom charges from the Mulliken analysis, given in e for atoms 1 to 8: -0.91, 0.17, -1.48, 0.40, -1.02, -0.02, -0.93, -0.28